1.
ORCA calculation (ωB97M-V with the def2-TZVPD basis set) on 6 unconnected molecules or ions with the total composition C67H149N2O3P3 at a distorted geometry.

Results
- Charge: +5
- Lowest unoccupied orbital energy (spin up / spin down): -9.111 / -14.897 eV
- F_max: 0.07417 hartree/bohr
- Calculated total energy: -3999.6689 hartree
- 2S+1: 2

Last column: Mulliken charge in e.
CARTESIAN COORDINATES (ANGSTROEM)
1 C 21.716 19.572 -10.083  -1.0924
2 C 20.420 19.127 -10.675  -0.7515
3 C 19.662 18.088 -9.824  0.7269
4 C 18.425 17.357 -10.500  -1.0597
5 N 17.882 16.068 -9.672  0.6396
6 C 16.770 15.314 -10.521  -0.3651
7 C 17.212 13.844 -10.636  -0.9759
8 C 18.234 13.757 -9.497  -0.4553
9 C 18.996 15.077 -9.517  -0.3644
10 C 17.267 16.522 -8.269  -0.8975
11 H 21.508 20.269 -9.272  0.1779
12 H 22.406 20.125 -10.719  0.4314
13 H 22.296 18.775 -9.617  0.2238
14 H 20.670 18.692 -11.642  0.3412
15 H 19.867 20.027 -10.942  0.4179
16 H 19.447 18.586 -8.879  -0.4543
17 H 20.446 17.367 -9.591  0.1509
18 H 18.790 17.068 -11.486  0.4706
19 H 17.579 18.036 -10.603  0.5055
20 H 15.899 15.355 -9.867  0.2064
21 H 16.538 15.869 -11.430  0.4420
22 H 16.390 13.130 -10.589  0.4282
23 H 17.610 13.645 -11.631  0.3626
24 H 17.611 13.760 -8.603  -0.0975
25 H 18.887 12.885 -9.503  0.6473
26 H 19.512 15.288 -8.580  -0.2227
27 H 19.702 15.187 -10.340  0.6103
28 H 16.534 17.325 -8.351  0.4189
29 H 18.029 16.864 -7.569  0.0404
30 H 16.819 15.621 -7.852  0.4684
31 C 20.144 12.746 -0.844  -0.5318
32 C 20.648 11.266 -0.835  -0.7773
33 C 22.041 11.098 -0.254  -0.0560
34 C 22.267 9.831 0.618  -1.3421
35 N 23.770 9.684 1.131  0.3603
36 C 24.700 9.205 -0.010  -0.4145
37 C 25.571 8.048 0.588  -0.8013
38 C 24.429 7.278 1.371  -0.5662
39 C 23.771 8.463 2.121  -0.5126
40 C 24.240 10.956 1.838  -1.0075
41 H 19.182 12.792 -1.353  0.4943
42 H 20.908 13.358 -1.323  -0.2678
43 H 20.055 13.077 0.191  0.4354
44 H 20.574 10.821 -1.828  0.2021
45 H 19.912 10.628 -0.346  0.5641
46 H 22.225 12.018 0.302  0.3135
47 H 22.823 11.090 -1.013  0.3390
48 H 22.047 8.869 0.156  0.3600
49 H 21.573 9.981 1.446  0.4765
50 H 25.286 10.098 -0.227  0.2783
51 H 24.027 8.902 -0.813  0.3475
52 H 26.429 8.253 1.227  0.3972
53 H 25.977 7.406 -0.194  0.3383
54 H 24.832 6.509 2.031  0.4133
55 H 23.687 6.794 0.737  0.2872
56 H 24.371 8.663 3.008  0.3852
57 H 22.771 8.265 2.506  0.2730
58 H 25.196 10.647 2.260  0.4891
59 H 23.455 11.229 2.544  0.3160
60 H 24.343 11.748 1.096  0.3710
61 C 24.859 14.940 -3.892  -1.4793
62 C 23.373 14.817 -3.449  0.5283
63 C 22.802 16.122 -2.951  -1.0956
64 C 21.310 15.894 -2.657  0.8127
65 P 20.441 17.533 -2.219  0.0118
66 C 20.247 18.448 -3.837  0.4658
67 C 21.487 19.144 -4.319  -0.6254
68 C 21.198 20.172 -5.403  0.4363
69 C 22.454 20.856 -5.908  -1.6699
70 C 21.456 18.521 -0.946  -1.4261
71 C 20.779 19.692 -0.195  -0.7741
72 C 20.972 21.015 -0.949  -0.1358
73 C 20.313 22.175 -0.297  -1.5067
74 C 18.859 17.094 -1.366  0.6212
75 C 19.120 16.568 0.096  -1.1084
76 C 17.840 16.106 0.817  -0.8590
77 C 16.721 17.165 1.001  -0.9923
78 H 25.434 15.095 -2.979  0.5732
79 H 25.057 15.837 -4.479  0.3198
80 H 25.231 14.018 -4.340  0.1223
81 H 23.227 13.969 -2.781  0.2259
82 H 22.803 14.559 -4.342  -0.2483
83 H 22.969 17.046 -3.504  0.2606
84 H 23.346 16.216 -2.011  0.4235
85 H 21.200 15.194 -1.829  0.0296
86 H 20.770 15.368 -3.444  -0.5212
87 H 19.366 19.061 -3.650  0.5865
88 H 19.951 17.688 -4.561  -0.2697
89 H 22.269 18.519 -4.752  0.1991
90 H 21.889 19.683 -3.461  0.3742
91 H 20.363 20.823 -5.147  0.5168
92 H 20.696 19.667 -6.228  -0.5291
93 H 23.222 20.130 -6.174  0.3228
94 H 22.778 21.425 -5.037  0.4467
95 H 22.252 21.641 -6.637  0.4573
96 H 22.487 18.762 -1.205  0.7627
97 H 21.732 17.808 -0.169  0.5978
98 H 21.273 19.780 0.772  0.6759
99 H 19.735 19.490 0.048  0.1518
100 H 20.489 20.938 -1.923  0.0056
101 H 21.991 21.290 -1.220  0.4047
102 H 20.784 22.328 0.673  0.3618
103 H 19.261 21.905 -0.202  0.2934
104 H 20.282 23.137 -0.809  0.4220
105 H 18.230 16.466 -1.996  -0.6288
106 H 18.361 18.058 -1.265  1.0171
107 H 19.379 17.431 0.709  0.1257
108 H 20.020 15.972 0.246  0.5515
109 H 18.169 15.842 1.823  0.5227
110 H 17.504 15.183 0.344  0.2787
111 H 16.004 16.786 1.730  0.4065
112 H 16.288 17.272 0.007  -0.0224
113 H 17.109 18.099 1.406  0.3381
114 C 17.841 21.127 -8.203  -1.3494
115 C 17.792 20.533 -6.796  0.3535
116 C 16.382 19.923 -6.457  -1.0360
117 C 16.440 18.985 -5.277  -0.2892
118 P 15.051 18.082 -4.622  1.4416
119 C 13.560 19.064 -4.802  -1.8484
120 C 12.282 18.725 -3.965  -0.0182
121 C 11.199 19.732 -4.179  -0.9159
122 C 9.936 19.614 -3.411  -1.3731
123 C 14.901 16.690 -5.746  0.2262
124 C 13.606 15.895 -5.739  -1.3828
125 C 13.703 14.606 -6.484  -0.2204
126 C 12.322 13.842 -6.731  -1.4682
127 C 15.434 17.496 -2.865  -0.0954
128 C 14.656 16.296 -2.239  -1.1687
129 C 15.196 14.932 -2.714  1.6175
130 C 14.594 13.687 -1.986  -1.7153
131 H 18.707 21.787 -8.253  0.4272
132 H 16.982 21.700 -8.550  0.3677
133 H 17.963 20.239 -8.824  0.1296
134 H 17.993 21.334 -6.085  0.5277
135 H 18.660 19.882 -6.694  -0.5186
136 H 16.033 19.512 -7.404  0.4800
137 H 15.680 20.663 -6.073  0.4776
138 H 16.847 19.584 -4.463  0.8201
139 H 17.169 18.177 -5.338  -0.6399
140 H 13.377 19.085 -5.877  0.7408
141 H 13.828 20.092 -4.560  0.7119
142 H 12.580 18.873 -2.926  0.2765
143 H 12.000 17.708 -4.237  0.2319
144 H 11.027 19.623 -5.250  0.4691
145 H 11.512 20.775 -4.207  0.3814
146 H 9.426 18.652 -3.360  0.3486
147 H 9.220 20.219 -3.966  0.3848
148 H 10.116 20.092 -2.448  0.3499
149 H 15.807 16.136 -5.502  -0.6660
150 H 14.939 17.033 -6.781  1.0086
151 H 12.808 16.470 -6.207  0.8398
152 H 13.296 15.720 -4.708  0.2969
153 H 14.345 13.922 -5.928  0.2367
154 H 14.290 14.760 -7.389  0.0589
155 H 12.416 12.995 -7.411  0.4079
156 H 11.611 14.541 -7.172  0.3695
157 H 11.786 13.494 -5.848  0.3412
158 H 15.398 18.451 -2.343  0.8047
159 H 16.477 17.208 -2.731  -0.4401
160 H 13.577 16.348 -2.385  0.4558
161 H 14.670 16.299 -1.149  0.6741
162 H 16.282 14.907 -2.624  -0.3390
163 H 14.960 14.860 -3.776  -0.8223
164 H 14.669 13.853 -0.912  0.3982
165 H 14.916 12.706 -2.337  0.4101
166 H 13.522 13.540 -2.116  0.3996
167 C 19.321 9.186 -6.949  -1.2101
168 C 20.135 9.716 -5.730  -0.6393
169 C 21.203 10.759 -6.220  0.4403
170 C 22.345 10.135 -7.037  -1.3345
171 P 23.781 11.348 -7.551  0.7272
172 C 24.540 11.980 -5.998  -0.4710
173 C 25.600 11.127 -5.311  -1.3453
174 C 25.035 9.900 -4.534  0.1936
175 C 26.028 9.251 -3.616  -1.6249
176 C 24.997 10.151 -8.376  -0.6516
177 C 24.360 9.224 -9.407  -0.6850
178 C 25.338 8.507 -10.321  -0.8986
179 C 26.310 7.473 -9.719  -1.1297
180 C 23.123 12.634 -8.748  -1.4065
181 C 22.198 13.757 -8.270  1.0998
182 C 23.043 14.944 -7.638  -0.5349
183 C 22.226 16.099 -7.160  0.0993
184 H 19.993 8.551 -7.525  0.3179
185 H 19.008 9.987 -7.618  0.2028
186 H 18.447 8.665 -6.558  0.4356
187 H 20.523 8.914 -5.102  0.4807
188 H 19.347 10.252 -5.200  0.1774
189 H 21.479 11.377 -5.365  0.2273
190 H 20.597 11.443 -6.815  -0.5323
191 H 22.054 9.714 -8.000  0.9063
192 H 22.811 9.273 -6.560  0.5721
193 H 23.729 12.227 -5.312  -0.0425
194 H 25.052 12.845 -6.419  0.7636
195 H 26.204 11.758 -4.659  0.5122
196 H 26.362 10.736 -5.984  0.4306
197 H 24.825 9.121 -5.267  0.1294
198 H 24.090 10.181 -4.069  0.2666
199 H 26.141 10.008 -2.841  0.3376
200 H 27.011 9.030 -4.033  0.3426
201 H 25.699 8.486 -2.913  0.4580
202 H 25.477 9.459 -7.684  0.5207
203 H 25.774 10.745 -8.857  0.6252
204 H 23.625 9.692 -10.063  0.3450
205 H 23.829 8.399 -8.933  0.2890
206 H 25.961 9.242 -10.832  0.3643
207 H 24.774 8.006 -11.108  0.3957
208 H 26.970 6.985 -10.435  0.3940
209 H 25.710 6.703 -9.234  0.3036
210 H 26.962 8.035 -9.051  0.2880
211 H 22.615 12.082 -9.539  0.6198
212 H 24.022 13.015 -9.233  0.6741
213 H 21.473 13.420 -7.529  -0.3401
214 H 21.593 14.112 -9.105  -0.0574
215 H 23.661 15.314 -8.456  0.5440
216 H 23.753 14.731 -6.839  -0.1321
217 H 21.488 16.472 -7.870  -0.8421
218 H 22.809 17.019 -7.117  0.6562
219 H 21.660 15.918 -6.247  -0.1740
220 O 18.655 13.901 -5.998  0.0169
221 C 18.531 14.654 -4.938  0.1088
222 O 18.674 14.036 -3.886  -0.5185
223 O 18.211 15.883 -5.027  0.1148
224 H 18.788 13.231 -5.324  0.1344

2.
ORCA calculation (ωB97M-V with the def2-TZVPD basis set) on a single C5H7NO2 molecule at a distorted geometry.

Results
- Lowest unoccupied orbital energy: 0.779 eV
- F_max: 0.20352 hartree/bohr
- Calculated total energy: -399.7267 hartree
- SMILES: O=CN1C[C@H]2C[C@H]2O1
- 2S+1: 1

Last column: Mulliken charge in e.
CARTESIAN COORDINATES (ANGSTROEM)
1 O 1.077 -1.395 -2.385  -0.5209
2 C 1.194 -1.681 -1.201  0.0442
3 N 0.160 -0.900 -0.477  0.1822
4 C -0.284 -0.756 0.981  -0.4558
5 C -0.640 0.669 1.039  -0.1589
6 C 0.233 1.463 0.261  -0.6372
7 C -0.992 0.977 -0.260  -0.0183
8 O -0.629 -0.074 -1.281  -0.3558
9 H 1.785 -2.589 -0.811  0.2933
10 H 0.791 -1.046 1.374  0.2355
11 H -1.049 -1.291 1.464  0.3140
12 H -1.121 1.187 1.996  0.2811
13 H 1.024 1.252 -0.335  0.2729
14 H 0.231 2.583 0.616  0.2139
15 H -1.780 1.602 -0.981  0.3099

3.
ORCA calculation (ωB97M-V with the def2-TZVPD basis set) on a molecular structure, C20H46N6O8Tl at a distorted geometry.

Results
- Charge: +1
- Lowest unoccupied orbital energy: -7.546 eV
- F_max: 0.20778 hartree/bohr
- Calculated total energy: -1891.4766 hartree
- 2S+1: 1

Last column: Mulliken charge in e.
CARTESIAN COORDINATES (ANGSTROEM)
1 Tl 3.237 -0.660 -1.115  0.9052
2 O 1.474 0.560 -1.975  -0.9873
3 C 0.712 0.681 -0.778  0.4494
4 C 0.471 -0.622 0.109  0.7545
5 O 1.564 -1.453 0.404  -0.7689
6 H -0.079 1.424 -0.886  -0.7564
7 H 1.315 1.334 -0.148  -0.3151
8 H -0.273 -1.179 -0.460  0.5123
9 H -0.025 -0.374 1.047  0.6076
10 C 0.055 -2.138 2.953  -0.7780
11 C 0.325 -3.421 2.233  0.4128
12 O 0.036 -4.535 2.689  -0.7338
13 N 0.839 -3.226 1.018  -0.3744
14 C 1.172 -4.290 0.084  -0.9868
15 H 0.959 -1.543 3.078  0.0475
16 H -0.273 -2.499 3.927  0.6105
17 H -0.697 -1.488 2.506  -0.5492
18 H 0.955 -2.274 0.704  0.5109
19 H 1.838 -3.846 -0.656  0.2672
20 H 0.342 -4.502 -0.590  0.2550
21 H 1.516 -5.241 0.490  0.4294
22 C -2.366 -0.565 2.864  -0.8955
23 C -2.792 -1.467 1.707  1.3789
24 O -3.872 -2.086 1.820  -0.7406
25 N -1.878 -1.478 0.780  0.9219
26 C -1.811 -2.482 -0.296  -1.2568
27 H -3.198 -0.023 3.315  0.2568
28 H -1.701 0.269 2.638  0.1055
29 H -1.922 -1.301 3.534  0.5938
30 H -1.051 -0.898 0.795  -0.6037
31 H -1.940 -1.953 -1.241  0.8850
32 H -2.644 -3.183 -0.353  0.6322
33 H -0.860 -3.012 -0.249  0.2117
34 C -0.655 -1.652 -5.036  -1.2946
35 C -0.002 -1.180 -3.742  0.9601
36 O 0.714 -0.193 -3.908  -0.4387
37 N -0.284 -1.685 -2.543  0.7387
38 C -1.296 -2.788 -2.302  -1.6006
39 H -1.644 -2.055 -4.818  0.3559
40 H 0.026 -2.396 -5.447  0.2920
41 H -0.566 -0.846 -5.765  0.4199
42 H 0.209 -1.265 -1.768  -0.4402
43 H -1.241 -2.866 -1.216  -0.0563
44 H -1.160 -3.724 -2.843  0.4628
45 H -2.287 -2.431 -2.582  0.4327
46 C 2.236 4.127 -1.689  -0.3219
47 C 0.889 3.567 -1.883  0.8929
48 O 0.533 3.180 -2.950  -0.5717
49 N 0.103 3.286 -0.829  0.0102
50 C 0.394 3.258 0.583  0.3512
51 H 2.764 3.255 -1.302  -0.6581
52 H 2.265 4.944 -0.968  0.2673
53 H 2.673 4.400 -2.650  0.4552
54 H -0.866 3.050 -0.992  0.4730
55 H 0.212 4.224 1.053  0.3368
56 H 1.474 3.135 0.664  -0.4862
57 H -0.068 2.400 1.071  0.2805
58 C 4.006 2.681 0.373  -1.0583
59 C 3.287 1.474 1.037  0.8569
60 O 3.616 0.388 0.554  -0.6181
61 N 2.533 1.728 2.074  0.0961
62 C 1.794 0.688 2.796  -0.9978
63 H 3.476 2.833 -0.568  -0.0317
64 H 5.043 2.763 0.047  0.4281
65 H 3.841 3.698 0.729  0.3906
66 H 2.497 2.684 2.397  0.3468
67 H 2.396 -0.003 3.385  0.6218
68 H 1.233 0.038 2.124  -0.1882
69 H 1.136 1.085 3.569  0.4341
70 C -3.386 1.852 1.485  -1.6063
71 C -1.870 1.829 1.191  0.4069
72 O -1.120 2.357 2.051  -0.6640
73 N -1.432 1.235 0.084  -0.1275
74 C -2.187 0.893 -1.182  -0.9221
75 H -3.772 2.624 0.820  0.4432
76 H -3.638 2.178 2.494  0.3424
77 H -3.710 0.873 1.131  0.4375
78 H -0.441 1.195 -0.104  -0.8039
79 H -1.970 1.697 -1.885  0.4517
80 H -3.259 1.072 -1.263  0.4850
81 H -1.923 -0.136 -1.426  0.4145